[1]
118
Properties=species:S:1:pos:R:3 method="wB97M-V/def2-TZVPD" charge=-2 e_above_lowest_ev=0.566 orbital_gap_ev="2.14 / 2.13" energy_ha=-3984.72332
Ba 0.1223 0.1420 1.7584
C 0.6242 -1.0515 -3.1321
N 1.2361 -2.3372 -2.9449
C 1.4252 -2.7011 -1.5586
P -0.1769 -2.5301 -0.4850
C -1.2903 -3.3467 -1.6936
C -0.9460 -4.4899 -2.4074
C -1.7612 -4.9546 -3.4292
C -2.9275 -4.2801 -3.7561
C -3.2862 -3.1427 -3.0444
C -2.4713 -2.6826 -2.0230
C 0.3935 -3.8652 0.6296
C 1.5267 -3.6049 1.4035
C 1.9625 -4.5117 2.3570
C 1.2782 -5.7026 2.5424
C 0.1623 -5.9799 1.7644
C -0.2810 -5.0675 0.8200
C 1.6286 -3.1395 -3.9877
C 1.0043 -3.0898 -5.2492
C 1.3979 -3.9222 -6.2799
C 2.4292 -4.8373 -6.1144
C 3.0547 -4.9038 -4.8763
C 2.6695 -4.0779 -3.8378
P 1.6826 0.4592 -2.5230
C 3.3658 -0.2724 -2.4708
C 3.9878 -0.4679 -1.2382
C 5.2935 -0.9182 -1.1646
C 6.0242 -1.1396 -2.3278
C 5.4213 -0.9349 -3.5581
C 4.0978 -0.5215 -3.6303
C 1.7445 1.4407 -4.0800
C 0.7009 1.5637 -4.9987
C 0.7024 2.5703 -5.9520
C 1.7417 3.4860 -6.0122
C 2.7761 3.3940 -5.0892
C 2.7604 2.4024 -4.1254
H -0.2959 -0.9815 -2.5416
H 0.3852 -0.8984 -4.1789
H 2.1379 -2.0147 -1.0856
H 1.8195 -3.7100 -1.4833
H -0.0324 -5.0218 -2.1675
H -1.4779 -5.8441 -3.9793
H -3.5544 -4.6371 -4.5645
H -4.1980 -2.6131 -3.2924
H -2.7435 -1.7985 -1.4601
H 2.0647 -2.6698 1.2725
H 2.8269 -4.2781 2.9666
H 1.6023 -6.4027 3.3025
H -0.3832 -6.9032 1.9159
H -1.1792 -5.2778 0.2543
H 0.1727 -2.4177 -5.4137
H 0.8763 -3.8711 -7.2289
H 2.7355 -5.4814 -6.9288
H 3.8621 -5.6097 -4.7189
H 3.1974 -4.1378 -2.8964
H 3.4256 -0.2350 -0.3425
H 5.7527 -1.0895 -0.1985
H 7.0540 -1.4719 -2.2734
H 5.9851 -1.0909 -4.4709
H 3.6227 -0.3860 -4.5950
H -0.1333 0.8729 -4.9785
H -0.1222 2.6455 -6.6517
H 1.7409 4.2720 -6.7573
H 3.5906 4.1081 -5.1160
H 3.5382 2.3614 -3.3718
C 1.5160 1.3336 -1.1061
C 0.8396 2.6080 -1.1076
C 1.2582 3.5811 -0.1615
C 0.7877 4.8788 -0.1812
C -0.1393 5.2889 -1.1351
C -0.6068 4.3515 -2.0487
C -0.1490 3.0466 -2.0258
H 2.0033 3.2926 0.5724
H 1.1542 5.5891 0.5534
H -0.4879 6.3145 -1.1715
H -1.3360 4.6483 -2.7973
H -0.5389 2.3267 -2.7342
S -3.9868 -4.0132 2.5872
C -2.9728 -3.0736 1.7599
N -2.2433 -2.3848 1.1425
C -2.2624 7.5053 3.0014
C -2.0772 6.0833 2.5518
C -1.3320 5.1817 3.3013
C -1.1701 3.8869 2.8377
N -1.6986 3.4435 1.6961
C -2.4014 4.3101 0.9733
C -2.6186 5.6229 1.3552
H -2.1617 7.5803 4.0839
H -3.2441 7.8829 2.7132
H -1.5063 8.1476 2.5435
H -0.8981 5.4748 4.2497
H -0.5941 3.1652 3.4109
H -2.8136 3.9242 0.0481
H -3.2108 6.2819 0.7312
O -0.2629 0.4754 3.9249
S -0.6180 0.2423 5.4053
C -1.1042 1.8141 6.0229
C -2.1857 2.5894 5.5323
C -2.5409 3.7646 6.1657
C -1.8503 4.2185 7.2892
C -0.7876 3.4426 7.7926
C -0.4334 2.2630 7.1853
C -2.1694 -0.6117 5.4175
C -2.3268 -1.5415 6.4553
C -3.5408 -2.1595 6.6640
C -4.6419 -1.8368 5.8635
C -4.4876 -0.9224 4.8306
C -3.2625 -0.3237 4.5866
H -2.7088 2.2799 4.6400
H -3.3593 4.3527 5.7640
H -2.1288 5.1499 7.7677
H -0.2374 3.7846 8.6624
H 0.3797 1.6610 7.5754
H -1.4764 -1.7640 7.0904
H -3.6430 -2.8935 7.4549
H -5.5973 -2.3184 6.0289
H -5.3330 -0.6842 4.1963
H -3.1369 0.3362 3.7388



[2]
19
Properties=species:S:1:pos:R:3 method="wB97M-V/def2-TZVPD" charge=0 e_above_lowest_ev=1.270 orbital_gap_ev=9.01 energy_ha=-344.33836
C 0.8727 0.8977 1.6830
C 0.8062 -0.2630 1.0294
N 1.8344 -1.1863 1.0152
C -0.4625 -0.7222 0.3693
C -0.3513 -0.8489 -1.1418
N -0.0203 0.4645 -1.7007
H 1.6975 1.2841 2.2700
H 0.0746 1.6243 1.6470
H 1.6867 -2.0432 0.5176
H 2.7489 -0.9498 1.3513
H -0.8678 -1.5938 0.8838
H -1.2386 0.0360 0.5053
H 0.4037 -1.6056 -1.4174
H -1.2451 -1.2670 -1.5986
H 0.8530 0.7655 -1.2833
H 0.0390 0.3970 -2.7056
O -2.5479 1.3808 -0.4420
H -2.5551 2.2404 -0.0094
H -1.7280 1.3893 -0.9731